(1)
The following is a DFT calculation (the ωB97M-V functional and the def2-TZVPD basis) of one molecule with the formula C15H22N4OS.

Positions of all 43 atoms, in Å:
C 3.46 -5.95 2.26
C 2.13 -5.54 2.88
C 1.18 -4.97 1.83
O 1.73 -3.75 1.36
C 1.06 -3.05 0.41
C -0.16 -3.42 -0.16
C -0.75 -2.61 -1.11
C -0.14 -1.44 -1.53
C 1.07 -1.07 -0.97
C 1.67 -1.86 -0.01
H 2.61 -1.59 0.44
H 1.54 -0.15 -1.27
C -0.81 -0.55 -2.53
H -1.39 -1.12 -3.26
H -0.11 0.11 -3.03
S -2.04 0.54 -1.71
C -0.95 1.73 -1.07
N 0.30 1.93 -1.38
N 0.75 2.96 -0.63
C -0.22 3.37 0.14
N -1.34 2.62 -0.11
N -2.58 2.73 0.53
H -2.93 1.80 0.74
H -3.25 3.19 -0.08
C -0.19 4.49 1.11
H 0.85 4.65 1.41
H -0.79 4.22 1.98
C -0.75 5.78 0.48
C -0.69 6.93 1.47
H -1.27 6.71 2.36
H -1.09 7.84 1.02
H 0.34 7.12 1.77
H -1.78 5.61 0.18
H -0.16 6.02 -0.41
H -1.70 -2.91 -1.54
H -0.66 -4.33 0.14
H 0.19 -4.78 2.28
H 1.06 -5.68 1.00
H 2.30 -4.77 3.64
H 1.65 -6.40 3.35
H 4.14 -6.31 3.02
H 3.92 -5.10 1.76
H 3.31 -6.74 1.52

Summary:
* SMILES: CCCOc1ccc(CSc2nnc(CCC)n2N)cc1
* gap between HOMO and LUMO: 8.6 eV
* energy relative to the best compared isomer or geometry (same formula, charge and spin): 1.6 kcal per mole
* LUMO energy: 0.5 eV



(2)
The following is a DFT calculation (the ωB97M-V functional and the def2-TZVPD basis) of C33H52O25 as an isolated structure.

Positions of all 110 atoms, in Å:
C 0.20 0.55 -0.92
O -0.39 -0.50 -0.18
H 0.74 0.18 -1.79
H -0.55 1.25 -1.29
H 0.90 1.07 -0.26
H -0.21 -1.35 -0.62
C 3.14 5.54 -1.03
C 2.35 4.93 -2.17
C 1.73 3.58 -1.84
O 0.38 3.70 -2.24
C 0.09 4.98 -2.54
O -0.96 5.41 -2.88
O 1.16 5.74 -2.30
H 4.09 5.00 -0.94
H 2.63 5.40 -0.08
H 3.35 6.59 -1.25
H 2.95 4.93 -3.08
H 1.81 3.37 -0.77
H 2.14 2.73 -2.40
C -3.42 0.43 -4.21
C -2.91 -0.87 -3.57
C -3.94 -1.58 -2.68
O -3.85 -2.92 -3.11
C -3.05 -3.04 -4.20
O -2.89 -4.06 -4.81
O -2.55 -1.85 -4.52
H -2.62 0.95 -4.72
H -3.98 0.94 -3.43
H -4.10 0.12 -5.01
H -2.04 -0.71 -2.93
H -4.94 -1.15 -2.84
H -3.76 -1.29 -1.65
C -3.30 -5.66 -0.56
C -1.79 -5.64 -0.76
C -1.41 -5.93 -2.23
O -0.44 -4.92 -2.50
C -0.45 -3.98 -1.56
O 0.12 -2.93 -1.72
O -1.28 -4.33 -0.58
H -3.55 -5.42 0.47
H -3.67 -6.65 -0.84
H -3.87 -5.00 -1.22
H -1.26 -6.24 -0.02
H -2.28 -5.86 -2.87
H -0.85 -6.86 -2.27
C -2.18 2.75 2.13
C -1.12 1.75 1.80
C 0.35 2.21 1.88
O 1.01 1.33 2.72
C 0.17 0.39 3.16
O 0.45 -0.46 3.94
O -1.09 0.61 2.67
H -3.21 2.43 1.95
H -1.99 3.69 1.60
H -2.20 3.08 3.18
H -1.29 1.31 0.81
H 0.38 3.26 2.19
H 0.71 2.24 0.85
C -3.04 -3.51 3.06
C -2.69 -2.14 2.51
C -2.52 -2.16 0.96
O -3.59 -1.31 0.53
C -4.10 -0.64 1.56
O -4.87 0.27 1.45
O -3.72 -1.19 2.72
H -3.47 -3.53 4.06
H -2.17 -4.16 3.13
H -3.82 -3.96 2.43
H -1.74 -1.80 2.90
H -2.63 -3.16 0.54
H -1.56 -1.77 0.63
C 4.42 -2.07 3.08
C 3.21 -1.55 2.37
C 3.28 -1.73 0.84
O 2.14 -2.51 0.51
C 1.58 -3.01 1.61
O 0.70 -3.82 1.66
O 2.13 -2.43 2.68
H 4.27 -2.24 4.15
H 5.25 -1.38 2.91
H 4.67 -3.08 2.74
H 2.95 -0.52 2.65
H 4.23 -2.18 0.55
H 3.11 -0.79 0.31
C -3.41 1.91 0.23
C -2.40 2.81 -0.44
C -2.79 4.26 -0.62
O -1.74 4.99 -0.01
C -0.87 4.16 0.61
O 0.11 4.53 1.17
O -1.26 2.90 0.45
H -3.13 0.85 0.21
H -4.35 1.91 -0.34
H -3.60 2.24 1.25
H -2.16 2.42 -1.44
H -3.74 4.53 -0.14
H -2.88 4.55 -1.67
C 7.36 -0.28 1.59
C 6.71 1.05 1.36
C 6.57 1.48 -0.11
O 5.17 1.67 -0.29
C 4.50 1.47 0.88
O 3.34 1.66 0.99
O 5.35 1.00 1.81
H 7.33 -0.43 2.68
H 8.43 -0.25 1.38
H 6.89 -1.14 1.12
H 7.16 1.86 1.94
H 6.77 0.63 -0.77
H 7.21 2.32 -0.38

Summary:
* gap between HOMO and LUMO: 9.8 eV
* energy relative to the best compared isomer or geometry (same formula, charge and spin): 165.7 kcal per mole
* LUMO energy: 0.2 eV



(3)
The following is a DFT calculation (the ωB97M-V functional and the def2-TZVPD basis) of C7H11F3INO2Pb as an isolated structure.

Positions of all 26 atoms, in Å:
C 0.09 0.42 2.53
C -1.06 1.06 1.71
I -2.54 1.76 3.12
C -1.72 0.05 0.67
N -0.65 -0.78 0.09
C -0.39 -0.51 -1.31
C 0.70 0.68 -1.35
C 1.95 0.26 -2.13
F 1.69 0.06 -3.43
F 2.45 -0.79 -1.56
F 3.00 1.25 -2.05
C -0.80 -2.19 0.35
O -1.82 -2.77 0.43
O 0.39 -2.88 0.47
H 0.50 1.22 3.18
H 0.93 0.05 1.92
H -0.33 -0.38 3.17
H -0.69 1.91 1.10
H -2.51 -0.53 1.19
H -2.19 0.67 -0.11
H 0.05 -1.37 -1.84
H -1.27 -0.13 -1.85
H 0.28 1.64 -1.76
H 1.02 0.89 -0.31
H 0.86 -2.42 1.18
Pb 2.06 2.85 -3.42

Summary:
* net charge: +2
* gap between HOMO and LUMO: 2.2 eV
* LUMO energy: -12.0 eV



(4)
The following is a DFT calculation (the ωB97M-V functional and the def2-TZVPD basis) of a 2-piece molecular cluster, C2F6N4 overall.

Positions of all 12 atoms, in Å:
C -1.26 -0.38 1.95
C 0.23 0.08 -0.31
N -1.67 -1.25 2.55
N 1.19 1.12 -0.28
N 0.66 -1.17 0.12
N -0.95 0.21 -0.99
F 2.38 1.04 0.32
F 0.55 2.26 0.26
F 1.56 -1.62 -0.86
F -0.29 -2.15 0.10
F -1.74 1.25 -0.53
F -0.66 0.62 -2.34

Summary:
* gap between HOMO and LUMO (alpha / beta): 8.8 / 6.5 eV
* energy relative to the best compared isomer or geometry (same formula, charge and spin): 127.1 kcal per mole
* LUMO energy (alpha / beta): -3.5 / -4.3 eV